1.
{"formula": "C25H26F2N", "method": "ωB97M-V/def2-TZVPD", "species": ["C", "C", "C", "F", "C", "C", "C", "C", "C", "C", "F", "C", "C", "C", "C", "C", "C", "H", "H", "H", "H", "H", "H", "H", "H", "H", "H", "H", "H", "H", "C", "C", "C", "N", "C", "C", "C", "C", "C", "C", "C", "H", "H", "H", "H", "H", "H", "H", "H", "H", "H", "H", "H", "H"], "positions_angstrom": [[-1.76, -5.15, -1.01], [-0.93, -4.13, -0.31], [-0.14, -3.26, -1.05], [-0.23, -3.33, -2.42], [0.72, -2.34, -0.50], [0.91, -2.33, 0.92], [1.90, -1.60, 1.60], [2.91, -0.78, 1.01], [3.40, -0.98, -0.32], [4.22, -0.03, -0.89], [4.58, -0.16, -2.21], [4.69, 1.10, -0.21], [5.52, 2.10, -0.90], [4.31, 1.23, 1.13], [3.49, 0.30, 1.74], [0.01, -3.15, 1.69], [-0.87, -4.02, 1.09], [-2.33, -5.72, -0.27], [-2.46, -4.70, -1.72], [-1.13, -5.86, -1.57], [1.26, -1.65, -1.13], [1.85, -1.62, 2.68], [3.13, -1.87, -0.88], [5.87, 2.83, -0.17], [6.40, 1.66, -1.39], [4.96, 2.64, -1.67], [4.67, 2.10, 1.69], [3.23, 0.40, 2.80], [0.09, -3.08, 2.78], [-1.53, -4.65, 1.69], [1.99, -0.32, 4.97], [2.59, -1.71, 5.08], [3.69, -1.77, 6.13], [2.17, -2.71, 4.40], [2.53, -4.10, 4.80], [1.47, -5.13, 4.48], [1.46, -5.77, 3.24], [0.42, -6.65, 2.92], [-0.58, -6.95, 3.86], [-0.53, -6.34, 5.12], [0.50, -5.45, 5.43], [2.78, 0.43, 5.05], [1.43, -0.17, 4.05], [1.30, -0.15, 5.81], [4.16, -0.79, 6.22], [3.27, -2.03, 7.11], [4.46, -2.51, 5.86], [3.46, -4.41, 4.30], [2.70, -4.17, 5.90], [2.26, -5.55, 2.53], [0.40, -7.11, 1.92], [-1.39, -7.63, 3.59], [-1.30, -6.57, 5.86], [0.56, -4.98, 6.42]], "largest_force_ev_per_a": 1.393, "total_charge": 1, "homo_energy_ha": -0.4288, "homo_lumo_gap_ev": 6.18, "e_lumo_ev": -5.5}

***

2.
{"formula": "C25H26N2O5", "method": "ωB97M-V/def2-TZVPD", "species": ["O", "O", "O", "O", "O", "C", "C", "C", "C", "C", "C", "C", "C", "C", "C", "C", "C", "C", "C", "C", "C", "C", "C", "C", "C", "C", "N", "N", "C", "C", "C", "C", "H", "H", "H", "H", "H", "H", "H", "H", "H", "H", "H", "H", "H", "H", "H", "H", "H", "H", "H", "H", "H", "H", "H", "H", "H", "H"], "positions_angstrom": [[-0.22, 3.07, -1.82], [4.37, -3.03, -1.81], [3.37, 0.09, 2.27], [-6.34, 1.85, -2.85], [-5.60, 0.99, -0.36], [-1.08, 2.91, -0.95], [3.87, -2.14, -1.15], [3.36, -1.08, 1.91], [0.25, 3.20, 3.13], [-1.95, -2.77, -1.66], [1.09, 2.67, 2.15], [-1.03, 3.63, 2.79], [-1.01, -3.78, -1.38], [-1.90, -1.55, -0.96], [-4.17, 2.83, -3.17], [0.64, 2.57, 0.83], [-1.49, 3.53, 1.47], [-2.88, 3.09, -2.68], [-3.41, 1.95, -0.62], [-0.03, -3.57, -0.40], [-0.91, -1.34, 0.02], [-5.08, 2.12, -2.38], [-4.70, 1.69, -1.11], [-0.66, 2.99, 0.47], [-2.48, 2.66, -1.40], [0.02, -2.35, 0.30], [4.21, -1.94, 2.50], [2.98, -2.43, -0.20], [4.26, -0.69, -1.40], [4.38, -3.38, 2.28], [1.10, -2.11, 1.35], [2.39, -1.50, 0.78], [-6.44, 2.21, -3.75], [-6.42, 0.92, -0.90], [0.60, 3.29, 4.15], [-2.71, -2.93, -2.41], [2.09, 2.35, 2.41], [-1.68, 4.06, 3.55], [-1.05, -4.71, -1.93], [-2.63, -0.78, -1.18], [-4.44, 3.17, -4.16], [1.31, 2.17, 0.07], [-2.48, 3.89, 1.22], [-2.18, 3.62, -3.32], [-3.15, 1.57, 0.36], [0.68, -4.36, -0.19], [-0.87, -0.40, 0.54], [4.79, -1.51, 3.20], [2.73, -3.40, -0.14], [5.03, -0.67, -2.17], [4.66, -0.25, -0.49], [3.39, -0.14, -1.74], [3.41, -3.88, 2.28], [4.98, -3.79, 3.09], [4.89, -3.56, 1.33], [1.33, -3.05, 1.85], [0.70, -1.43, 2.10], [2.11, -0.58, 0.26]], "largest_force_ev_per_a": 2.143, "homo_energy_ha": -0.3184, "homo_lumo_gap_ev": 8.77, "e_lumo_ev": 0.1, "smiles": "CNC(=O)[C@H](Cc1ccccc1)NC(C)=O.O=C(c1ccccc1)c1ccc(O)c(O)c1"}